Formula: C7H7N
Source: OMol25
Level of theory: ωB97M-V/def2-TZVPD

**HOMO-LUMO gap**: 9.74 eV
**Charge**: 0
**SMILES string**: C#CC1(C#C)CCN1
**Spin multiplicity**: 1
**E_LUMO**: 0.0371 Eh

```
15
Properties=species:S:1:pos:R:3:nbo_charge:R:1
N -0.3746 0.6118 -1.0401 -0.585
C -0.0703 1.1573 0.9212 -0.398
C -0.8902 1.7326 -0.1500 -0.220
C -1.9154 -1.8603 0.1006 -0.280
C 0.1837 -0.0814 0.0838 -0.036
C 2.7878 -0.6237 -0.0645 -0.203
C -0.9117 -1.0899 0.2612 -0.004
C 1.6261 -0.4209 -0.0883 -0.008
H -0.8754 2.7780 -0.6471 0.218
H -0.9441 -0.1355 -1.6222 0.396
H 0.8886 1.4316 1.1492 0.228
H -1.9906 1.5349 0.1933 0.182
H 3.7836 -1.0048 -0.0894 0.237
H -0.5108 0.9344 1.8533 0.220
H -2.5891 -2.7039 0.0597 0.251
```